Density functional theory data (the ωB97M-V functional and the def2-TZVPD basis) for 2 unconnected molecules or ions with the total composition C15H18O.

XYZ file:
```
34
Properties=species:S:1:pos:R:3:nbo_charge:R:1
C 0.37517 0.40642 -3.16538 -0.61
C 1.45475 1.34310 -2.53475 -0.42
C 1.10015 1.77485 -1.13346 -0.04
C 2.08711 1.71936 -0.14892 -0.18
C 1.81850 2.12760 1.15351 -0.26
C 0.55388 2.59301 1.49959 0.28
O 0.26759 3.05174 2.75769 -0.68
C -0.33627 2.80561 0.46472 -0.24
C -0.08571 2.42302 -0.84893 -0.21
H -0.28392 1.11555 -3.68252 0.20
H -0.31478 0.02573 -2.42243 0.21
H 0.83387 -0.32374 -3.81961 0.21
H 2.34267 0.70818 -2.46225 0.20
H 1.82668 2.08759 -3.24048 0.21
H 3.06739 1.27732 -0.25037 0.21
H 2.52858 1.83873 1.91738 0.20
H 0.62707 2.43732 3.41507 0.48
H -1.29586 3.14720 0.85003 0.22
H -0.85060 2.66863 -1.57319 0.22
C -0.39072 -3.32406 -0.96556 -0.63
C -0.76899 -2.54470 0.27165 0.00
C -1.52665 -1.37868 0.18944 -0.22
C -1.87341 -0.67082 1.32412 -0.19
C -1.60463 -1.18744 2.58430 -0.23
C -0.99957 -2.43784 2.69135 -0.20
C -0.56091 -3.07740 1.53672 -0.23
H 0.65387 -3.49768 -0.93322 0.22
H -0.54692 -2.68594 -1.83550 0.21
H -0.99294 -4.21958 -1.07974 0.22
H -1.79793 -0.96874 -0.77720 0.21
H -2.41699 0.26570 1.29874 0.21
H -1.91231 -0.66365 3.47992 0.21
H -0.94164 -2.83211 3.69777 0.21
H -0.03653 -4.00426 1.74155 0.21
```

Values from the calculation:
Energy relative to the best compared isomer or geometry (same formula, charge and spin): 85.0 kJ/mol
Structure (SMILES): CCc1ccc(O)cc1.Cc1ccccc1
HOMO level: -8.6 eV
E_LUMO: 0.790 eV
E_tot: -17893.79074 eV
Gap between HOMO and LUMO: 9.34 eV

---

Density functional theory data (the ωB97M-V functional and the def2-TZVPD basis) for 2 unconnected molecules or ions with the total composition C15H18O.

XYZ file:
```
34
Properties=species:S:1:pos:R:3:nbo_charge:R:1
C 2.46230 1.56440 2.80220 -0.60
C 1.08676 2.21584 2.71660 -0.39
C 0.53268 2.13516 1.33641 -0.04
C -0.38425 1.07010 1.20873 -0.17
C -1.26935 1.16267 0.17987 -0.28
C -1.07514 1.96377 -0.94208 0.32
O -1.98069 1.92825 -1.93100 -0.69
C 0.03655 2.84242 -0.95355 -0.28
C 0.83271 2.90809 0.20558 -0.20
H 2.55501 0.48818 2.64039 0.21
H 2.87392 1.71408 3.82323 0.20
H 3.09355 2.13992 2.16680 0.20
H 0.52467 1.81592 3.37663 0.19
H 1.15119 3.29100 3.15199 0.20
H -0.48066 0.20538 1.87825 0.21
H -2.04680 0.51582 0.26614 0.20
H -2.91071 1.42749 -1.75589 0.50
H -0.06640 3.61096 -1.70423 0.22
H 1.67590 3.53787 0.12590 0.21
C 2.26273 -3.01450 -0.61388 -0.63
C 0.77928 -2.91364 -0.73304 -0.04
C 0.04599 -2.74238 0.43898 -0.21
C -1.24848 -2.25435 0.39209 -0.21
C -1.93505 -2.25590 -0.82345 -0.23
C -1.16327 -2.23178 -2.02246 -0.20
C 0.17726 -2.57803 -2.02574 -0.22
H 2.80375 -2.97255 -1.54903 0.22
H 2.47855 -4.12884 -0.36300 0.22
H 2.84338 -2.32373 0.23759 0.23
H 0.37279 -3.09686 1.51216 0.22
H -1.89668 -2.27421 1.34604 0.21
H -2.97900 -2.16710 -0.70593 0.21
H -1.57961 -1.77165 -2.97194 0.22
H 0.58849 -2.66901 -3.02472 0.22
```

Values from the calculation:
Energy relative to the best compared isomer or geometry (same formula, charge and spin): 361.7 kJ/mol
Structure (SMILES): CCc1ccc(O)cc1.Cc1ccccc1
HOMO level: -7.9 eV
E_LUMO: 0.666 eV
E_tot: -17890.92326 eV
Gap between HOMO and LUMO: 8.55 eV

---

Density functional theory data (the ωB97M-V functional and the def2-TZVPD basis) for 2 unconnected molecules or ions with the total composition C15H18O.

XYZ file:
```
34
Properties=species:S:1:pos:R:3:nbo_charge:R:1
C 4.02214 -2.62133 -0.39127 -0.64
C 3.28637 -1.30216 -0.09510 -0.40
C 1.76872 -1.46651 0.02791 -0.06
C 0.90888 -0.65406 -0.69646 -0.19
C -0.46055 -0.76998 -0.58827 -0.30
C -0.88023 -1.71511 0.35873 0.37
O -2.23847 -1.98258 0.36187 -0.71
C -0.08422 -2.46681 1.20940 -0.32
C 1.29393 -2.45731 0.88164 -0.18
H 4.86645 -2.34248 -1.01683 0.21
H 3.47895 -3.30986 -1.03090 0.22
H 4.54325 -2.89278 0.53316 0.22
H 3.68673 -0.86961 0.82746 0.21
H 3.43030 -0.60833 -0.92537 0.20
H 1.37045 0.04317 -1.38920 0.21
H -1.17827 -0.19890 -1.13631 0.25
H -2.49132 -2.72728 0.94691 0.48
H -0.43975 -3.16304 1.95885 0.21
H 1.91703 -3.29998 1.11875 0.21
C -0.14936 1.83306 1.33907 -0.64
C -1.17589 1.98114 0.15425 0.02
C -1.01753 3.07461 -0.67146 -0.25
C -2.15395 3.47039 -1.41654 -0.19
C -3.34411 2.76331 -1.33405 -0.24
C -3.50077 1.80299 -0.31350 -0.19
C -2.38863 1.31427 0.31848 -0.25
H 0.26561 0.83458 1.31063 0.22
H -0.81760 2.02378 2.17802 0.22
H 0.70541 2.49599 1.23903 0.21
H -0.13940 3.70354 -0.67982 0.21
H -2.03010 4.35100 -2.04634 0.21
H -4.09911 3.01176 -2.07431 0.21
H -4.51701 1.46940 -0.14660 0.21
H -2.43796 0.67513 1.18817 0.22
```

Values from the calculation:
Energy relative to the best compared isomer or geometry (same formula, charge and spin): 169.0 kJ/mol
Structure (SMILES): CCc1ccc(O)cc1.Cc1ccccc1
HOMO level: -8.1 eV
E_LUMO: 0.835 eV
E_tot: -17892.92001 eV
Gap between HOMO and LUMO: 8.98 eV

---

Density functional theory data (the ωB97M-V functional and the def2-TZVPD basis) for C15H19ClN2O3 in the gas phase.

XYZ file:
```
40
Properties=species:S:1:pos:R:3:nbo_charge:R:1
C 0.95800 3.64117 0.05167 -0.61
C 1.63853 3.54823 1.41272 -0.43
C 2.33440 2.24349 1.68966 0.00
C 1.96563 1.06869 1.04328 -0.34
C 2.61218 -0.13296 1.30662 0.38
O 2.33117 -1.33127 0.70722 -0.51
C 1.25046 -1.42314 -0.18384 -0.07
C -0.10071 -1.45895 0.55338 -0.25
N -1.20007 -1.35158 -0.37406 -0.47
C -1.58749 -0.13022 -0.94406 0.80
O -1.07342 0.93430 -0.71353 -0.63
N -2.61709 -0.40362 -1.77054 -0.62
C -2.97549 -1.80436 -1.80330 0.02
C -2.78680 -2.40854 -3.19521 -0.60
C -4.39217 -2.04303 -1.27902 -0.60
C -1.95037 -2.39688 -0.82938 0.70
O -1.82874 -3.55164 -0.51629 -0.58
C 3.64989 -0.16585 2.23687 -0.28
C 4.01924 0.98646 2.89625 -0.20
C 3.36248 2.17601 2.62568 -0.06
Cl 3.85097 3.59347 3.49893 -0.01
H 1.66836 3.42164 -0.74247 0.20
H 0.58280 4.65153 -0.09569 0.21
H 0.11914 2.95638 -0.03163 0.23
H 0.89702 3.71433 2.20115 0.22
H 2.37463 4.35147 1.49677 0.22
H 1.15703 1.11895 0.33416 0.24
H 1.25634 -0.59648 -0.90523 0.18
H 1.40021 -2.36263 -0.72346 0.20
H -0.15567 -0.62128 1.25404 0.23
H -0.20901 -2.40080 1.09467 0.24
H -3.09110 0.30629 -2.30098 0.42
H -2.88974 -3.48838 -3.13380 0.23
H -3.53392 -2.01729 -3.88172 0.21
H -1.79657 -2.17324 -3.57890 0.22
H -4.55276 -3.11016 -1.15330 0.23
H -5.12562 -1.65179 -1.98014 0.21
H -4.52669 -1.55382 -0.31691 0.22
H 4.14847 -1.10196 2.42779 0.23
H 4.81646 0.96744 3.62261 0.23
```

Values from the calculation:
Energy relative to the best compared isomer or geometry (same formula, charge and spin): 0.0 kJ/mol
Structure (SMILES): CCc1cc(OCCN2C(=O)NC(C)(C)C2=O)ccc1Cl
HOMO level: -8.2 eV
E_LUMO: 0.550 eV
E_tot: -37510.37338 eV
Gap between HOMO and LUMO: 8.78 eV

---

Density functional theory data (the ωB97M-V functional and the def2-TZVPD basis) for C15H19N3O in the gas phase.

XYZ file:
```
38
Properties=species:S:1:pos:R:3:nbo_charge:R:1
O 1.64789 2.53981 -0.66946 -0.71
C 1.90140 1.13899 -0.74264 0.22
C 0.60467 0.42586 -0.99450 0.05
C -0.67100 0.90137 -0.76302 -0.08
N -1.48229 -0.11458 -1.12899 -0.16
C -2.91639 -0.18480 -1.03779 -0.25
C -3.34450 -0.31104 0.40422 0.05
C -2.89509 -1.39145 1.15397 -0.23
C -3.25284 -1.51314 2.48390 -0.20
C -4.06404 -0.55793 3.07456 -0.21
C -4.51322 0.52004 2.33210 -0.19
C -4.15088 0.64596 1.00158 -0.25
N -0.75688 -1.14264 -1.54436 -0.06
N 0.48259 -0.83214 -1.47167 -0.27
C 2.94172 0.85571 -1.83748 -0.41
C 3.47125 -0.57385 -1.79284 -0.42
C 4.03824 -0.89537 -0.41503 -0.39
C 2.95768 -0.69960 0.64240 -0.41
C 2.46267 0.74060 0.63123 -0.40
H 1.41255 2.85380 -1.54979 0.47
H -1.03205 1.83303 -0.38357 0.24
H -3.35385 0.70812 -1.49412 0.21
H -3.21961 -1.06865 -1.60649 0.24
H -2.26047 -2.13185 0.68822 0.23
H -2.89912 -2.35473 3.06041 0.22
H -4.34446 -0.65347 4.11286 0.22
H -5.14388 1.26806 2.78917 0.21
H -4.50115 1.49090 0.42543 0.21
H 2.49563 1.05479 -2.81670 0.21
H 3.76496 1.56029 -1.68899 0.21
H 4.24305 -0.69300 -2.55626 0.20
H 2.65366 -1.25990 -2.01395 0.24
H 4.39718 -1.92585 -0.39445 0.21
H 4.88461 -0.23812 -0.19889 0.19
H 3.34734 -0.93985 1.63366 0.21
H 2.12564 -1.37291 0.42862 0.21
H 1.68569 0.89293 1.38305 0.21
H 3.28330 1.42458 0.85559 0.21
```

Values from the calculation:
Energy relative to the best compared isomer or geometry (same formula, charge and spin): 209.8 kJ/mol
Structure (SMILES): OC1(c2cn(Cc3ccccc3)nn2)CCCCC1
HOMO level: -9.4 eV
E_LUMO: 0.709 eV
E_tot: -22380.88490 eV
Gap between HOMO and LUMO: 10.06 eV

---

Density functional theory data (the ωB97M-V functional and the def2-TZVPD basis) for C15H19N3O2S in the gas phase.

XYZ file:
```
40
Properties=species:S:1:pos:R:3:nbo_charge:R:1
C -1.44006 -6.50044 -0.06918 -0.64
C -2.86522 -5.95542 -0.00397 -0.05
O -3.08105 -4.80862 -0.79638 -0.54
C -2.44290 -3.64251 -0.32893 -0.05
C -2.98471 -2.46485 -1.13570 -0.47
C -2.35122 -1.19052 -0.73396 0.08
N -1.48955 -1.04648 0.19940 -0.26
N -1.05718 0.19470 0.38466 -0.33
C -1.58165 1.05367 -0.41943 0.25
N -1.33499 2.38779 -0.46952 -0.63
C -0.45546 3.16737 0.27624 0.71
O -0.43401 4.35321 0.06232 -0.58
C 0.36785 2.44147 1.29834 -0.51
C 1.49010 3.32605 1.85441 -0.44
C 2.60572 3.45605 0.85406 0.07
C 2.72244 4.58317 0.05274 -0.24
C 3.73536 4.67560 -0.88617 -0.19
C 4.64406 3.64212 -1.03441 -0.23
C 4.53449 2.51334 -0.23988 -0.21
C 3.52084 2.42190 0.69657 -0.25
S -2.74260 0.33119 -1.54556 0.29
H -1.14397 -6.63974 -1.10590 0.21
H -0.73879 -5.82115 0.40890 0.21
H -1.39603 -7.45820 0.44172 0.22
H -3.56370 -6.69637 -0.40140 0.19
H -3.13360 -5.74200 1.04226 0.16
H -2.65015 -3.49038 0.74005 0.18
H -1.35447 -3.70064 -0.45866 0.18
H -4.06773 -2.39982 -0.99922 0.23
H -2.80637 -2.64883 -2.19843 0.23
H -1.86770 2.91542 -1.15204 0.42
H -0.30775 2.12400 2.09665 0.25
H 0.77548 1.53329 0.85293 0.26
H 1.08345 4.31037 2.08899 0.23
H 1.87030 2.87350 2.77191 0.22
H 2.00818 5.38545 0.15955 0.23
H 3.81562 5.55807 -1.50424 0.21
H 5.43571 3.71515 -1.76588 0.21
H 5.24117 1.70327 -0.34973 0.21
H 3.44010 1.53982 1.31687 0.21
```

Values from the calculation:
Energy relative to the best compared isomer or geometry (same formula, charge and spin): 183.8 kJ/mol
Structure (SMILES): CCOCCc1nnc(NC(=O)CCc2ccccc2)s1
HOMO level: -9.0 eV
E_LUMO: 0.469 eV
E_tot: -35263.58659 eV
Gap between HOMO and LUMO: 9.44 eV

---

Density functional theory data (the ωB97M-V functional and the def2-TZVPD basis) for C15H19N3O2S in the gas phase.

XYZ file:
```
40
Properties=species:S:1:pos:R:3:nbo_charge:R:1
O -0.66919 -0.97358 -1.24550 -0.62
C -0.24186 0.04690 -1.72841 0.84
O 1.06551 0.30103 -1.83342 -0.68
C -1.05893 1.11348 -2.37478 -0.15
C -1.53621 0.94236 -3.66236 -0.17
C -2.25307 1.95771 -4.27646 -0.20
C -2.48917 3.14567 -3.60332 -0.20
C -2.02601 3.31804 -2.31308 -0.21
C -1.31264 2.30324 -1.67626 0.02
C -0.86923 2.43969 -0.30903 0.01
N -0.41570 1.41411 0.30165 -0.23
N 0.00151 1.48067 1.55884 -0.42
C 0.40242 0.37388 2.26450 0.29
S 0.96168 0.62279 3.80213 -0.28
N 0.30868 -0.80992 1.66222 -0.62
C 0.71098 -2.04587 2.30519 -0.04
C 2.22113 -2.25343 2.14800 -0.42
C 2.62399 -2.39711 0.67825 -0.40
C 1.60069 -3.22212 -0.11859 -0.43
C 0.77864 -4.10643 0.81197 -0.40
C -0.07644 -3.23422 1.73304 -0.41
H 1.59021 -0.40693 -1.42215 0.50
H -1.34109 0.01878 -4.18641 0.22
H -2.62094 1.82205 -5.28194 0.22
H -3.04069 3.93849 -4.08603 0.22
H -2.22012 4.23962 -1.78420 0.22
H -0.95801 3.41649 0.17332 0.17
H 0.01506 2.36481 2.07043 0.39
H -0.09187 -0.85576 0.73195 0.44
H 0.49384 -1.92052 3.37320 0.24
H 2.49913 -3.14713 2.70634 0.21
H 2.74495 -1.40916 2.59808 0.23
H 2.73722 -1.40354 0.23617 0.18
H 3.60411 -2.87590 0.63549 0.21
H 2.11410 -3.83487 -0.86174 0.21
H 0.90421 -2.57391 -0.65212 0.21
H 0.12646 -4.75644 0.22698 0.21
H 1.44172 -4.74499 1.39778 0.19
H -0.46823 -3.84231 2.54914 0.22
H -0.92941 -2.85171 1.16946 0.21
```

Values from the calculation:
Energy relative to the best compared isomer or geometry (same formula, charge and spin): 114.9 kJ/mol
Structure (SMILES): O=C(O)c1ccccc1/C=N/NC(=S)NC1CCCCC1
HOMO level: -8.1 eV
E_LUMO: -0.071 eV
E_tot: -35264.30094 eV
Gap between HOMO and LUMO: 8.04 eV

---

Density functional theory data (the ωB97M-V functional and the def2-TZVPD basis) for C15H19N3O4 in the gas phase.

XYZ file:
```
41
Properties=species:S:1:pos:R:3:nbo_charge:R:1
N 1.37773 1.64017 0.66310 -0.81
C 2.10161 0.55633 0.26830 0.35
N 1.62911 -0.60249 0.01348 -0.19
O 0.23939 -0.73802 0.25080 -0.42
C -0.28225 -1.90670 -0.17706 0.80
O 0.33012 -2.76421 -0.74196 -0.55
C -1.75478 -1.98443 0.17144 -0.50
C -2.43249 -0.63286 0.38547 -0.39
C -3.94089 -0.77532 0.61406 -0.22
C -4.56795 0.53920 1.08673 -0.40
C -4.73882 1.36594 -0.19044 -0.41
C -4.91746 0.33939 -1.32361 -0.41
C -4.70768 -1.04185 -0.68448 -0.40
C 3.54860 0.72056 0.04128 -0.01
C 4.08687 1.95872 -0.30527 -0.19
C 5.44733 2.10139 -0.52697 -0.21
C 6.29060 1.01380 -0.40275 -0.17
C 5.74873 -0.22012 -0.06085 0.02
N 6.63029 -1.35911 0.07870 0.53
O 7.78432 -1.21464 -0.26302 -0.38
O 6.16505 -2.37783 0.53511 -0.36
C 4.39025 -0.38092 0.15803 -0.17
H 1.83931 2.40974 1.11460 0.40
H 0.41774 1.47011 0.91535 0.41
H -2.23856 -2.54731 -0.62807 0.23
H -1.83119 -2.58725 1.08112 0.23
H -1.98673 -0.14984 1.25758 0.21
H -2.25256 0.00402 -0.48088 0.20
H -4.10712 -1.57231 1.34427 0.21
H -5.54405 0.33216 1.52792 0.20
H -3.96100 1.05043 1.83325 0.21
H -3.85127 1.97486 -0.36454 0.20
H -5.59018 2.04110 -0.11628 0.21
H -5.90688 0.41093 -1.77332 0.21
H -4.18818 0.51179 -2.11496 0.20
H -4.18011 -1.72079 -1.35167 0.21
H -5.67177 -1.49188 -0.44426 0.21
H 3.43798 2.81260 -0.43090 0.22
H 5.84900 3.06501 -0.79961 0.22
H 7.35398 1.09846 -0.56533 0.25
H 3.98389 -1.34882 0.40564 0.28
```

Values from the calculation:
Energy relative to the best compared isomer or geometry (same formula, charge and spin): 452.7 kJ/mol
Structure (SMILES): N/C(=N\OC(=O)CCC1CCCC1)c1cccc([N+](=O)[O-])c1
HOMO level: -9.3 eV
E_LUMO: -0.568 eV
E_tot: -28520.34205 eV
Gap between HOMO and LUMO: 8.77 eV

---

- E_LUMO of number 3 (C15H18O)?
  0.835 eV